[1]
This record from the OMol25 dataset describes C28H35Cl3GeIrOPS3 as an isolated structure at a distorted geometry. The level of theory is ωB97M-V/def2-TZVPD.

Calculated values
* ΔE to the lowest compared entry with this formula, charge and spin: 0.00 kcal per mole
* E_LUMO (spin up / spin down): -2.0 / -5.4 eV
* Kohn-Sham gap (spin up / spin down): 0.2777 / 0.2285 hartree
* net charge: +1
* multiplicity: 6

Structure (XYZ):
```
73
C28H35Cl3GeIrOPS3 ωB97M-V/def2-TZVPD
Ir 0.53 0.10 0.38
C 4.09 -2.72 1.63
C 3.11 -1.81 0.89
S 2.30 -0.64 1.80
C 2.95 -1.90 -0.50
C 3.69 -2.95 -1.30
S 1.97 -0.81 -1.36
H 4.24 -2.39 2.65
H 5.06 -2.78 1.13
H 3.69 -3.75 1.67
H 4.68 -2.57 -1.60
H 3.15 -3.20 -2.21
H 3.85 -3.87 -0.73
C -5.24 3.99 -0.89
C -4.07 3.76 0.06
C -3.50 2.34 -0.07
S -2.49 1.90 1.33
O -1.66 0.64 0.90
C -3.71 1.26 2.44
C -4.33 -0.09 2.06
C -5.78 -0.01 1.58
H -5.61 5.02 -0.84
H -6.08 3.32 -0.66
H -4.95 3.80 -1.94
H -4.40 3.95 1.10
H -3.27 4.48 -0.13
H -2.81 2.23 -0.90
H -4.29 1.58 -0.17
H -4.45 2.08 2.53
H -3.16 1.22 3.39
H -4.28 -0.73 2.94
H -3.71 -0.58 1.32
H -6.42 0.50 2.31
H -6.20 -1.01 1.43
H -5.88 0.52 0.63
C 5.82 2.93 0.58
C 4.97 3.46 1.54
C 3.59 3.32 1.40
C 3.07 2.66 0.30
C 3.93 2.13 -0.67
C 5.30 2.27 -0.52
P 1.29 2.40 0.06
C 0.91 3.09 -1.56
C -0.08 2.49 -2.34
C -0.43 3.04 -3.58
C 0.23 4.17 -4.03
C 1.22 4.77 -3.26
C 1.57 4.23 -2.03
C 0.46 3.45 1.29
C 0.39 2.98 2.62
C -0.26 3.71 3.60
C -0.89 4.92 3.26
C -0.83 5.38 1.95
C -0.16 4.66 0.97
H 6.90 3.05 0.69
H 5.38 3.98 2.41
H 2.94 3.74 2.16
H 3.54 1.61 -1.53
H 5.97 1.86 -1.28
H -0.58 1.60 -1.98
H -1.20 2.56 -4.19
H -0.03 4.59 -5.00
H 1.74 5.65 -3.62
H 2.35 4.69 -1.44
H 0.86 2.03 2.88
H -0.30 3.35 4.62
H -1.40 5.49 4.02
H -1.32 6.33 1.69
H -0.12 5.03 -0.05
Cl -0.75 -2.20 0.49
Ge -1.57 -1.22 -1.34
Cl -3.70 -1.41 -1.16
Cl -0.99 -2.57 -2.88
```



[2]
This record from the OMol25 dataset describes C28H35CrN6S3 as an isolated structure at a distorted geometry. The level of theory is ωB97M-V/def2-TZVPD.

Calculated values
* E_LUMO (spin up / spin down): -0.7 / 0.4 eV
* Kohn-Sham gap (spin up / spin down): 0.2267 / 0.2686 hartree
* multiplicity: 2

Structure (XYZ):
```
73
C28H35CrN6S3 ωB97M-V/def2-TZVPD
Cr -0.36 0.39 0.23
C 1.73 0.98 -2.40
N 1.33 1.58 -1.11
C 0.65 2.86 -1.42
C -0.28 3.34 -0.34
N -1.38 2.37 -0.14
C -2.28 2.45 -1.31
C -2.15 2.73 1.05
C -2.64 4.03 1.20
C -3.40 4.38 2.30
C -3.68 3.44 3.28
C -3.20 2.15 3.14
C -2.45 1.78 2.03
S -1.91 0.12 1.91
C 2.50 1.86 -0.27
C 3.74 2.13 -0.84
C 4.84 2.45 -0.06
C 4.70 2.53 1.32
C 3.47 2.27 1.89
C 2.36 1.91 1.12
S 0.88 1.48 1.95
H 2.20 1.72 -3.05
H 2.42 0.16 -2.23
H 0.84 0.61 -2.90
H 1.40 3.64 -1.62
H 0.08 2.71 -2.34
H 0.24 3.48 0.60
H -0.67 4.32 -0.66
H -2.46 3.50 -1.60
H -1.85 1.92 -2.16
H -3.23 1.99 -1.08
H -2.43 4.78 0.45
H -3.77 5.40 2.39
H -4.27 3.71 4.15
H -3.40 1.40 3.90
H 3.87 2.10 -1.91
H 5.80 2.63 -0.53
H 5.55 2.79 1.94
H 3.35 2.32 2.97
S -3.69 -0.74 -1.02
C -2.29 -0.98 -1.94
C -2.44 -1.62 -3.20
C -1.37 -2.14 -3.87
C -0.10 -2.03 -3.29
C 0.01 -1.32 -2.13
N -1.02 -0.72 -1.47
H -3.45 -1.73 -3.57
H -1.49 -2.65 -4.82
H 0.78 -2.46 -3.74
H 0.97 -1.23 -1.65
C -1.30 -5.04 0.28
C -2.20 -3.85 0.55
N -1.39 -2.65 0.70
C -0.05 -2.58 0.84
N 0.57 -1.41 0.72
C 1.99 -1.36 1.04
C 2.73 -2.67 0.77
C 1.99 -3.77 1.49
N 0.60 -3.76 1.07
C -0.17 -4.97 1.29
H -0.87 -4.96 -0.73
H -1.85 -5.97 0.37
H -2.78 -4.02 1.45
H -2.90 -3.69 -0.27
H -1.89 -1.77 0.64
H 2.12 -1.09 2.09
H 2.45 -0.57 0.45
H 3.76 -2.59 1.11
H 2.73 -2.88 -0.31
H 2.08 -3.63 2.57
H 2.41 -4.75 1.24
H -0.58 -5.00 2.31
H 0.51 -5.82 1.18
```



[3]
This record from the OMol25 dataset describes a 6-piece molecular cluster, C28H35F2NO18 overall at a distorted geometry. The level of theory is ωB97M-V/def2-TZVPD.

Calculated values
* E_LUMO: 0.4 eV
* Kohn-Sham gap: 0.3308 hartree
* SMILES: Cc1cccc(C[C@@]2(N)OC(=O)O[C@@]2(F)[C@@H](C)F)c1.O=C1OCCO1.O=C1OCCO1.O=C1OCCO1.O=C1OCCO1.O=C1OCCO1
* multiplicity: 1

Structure (XYZ):
```
84
C28H35F2NO18 ωB97M-V/def2-TZVPD
C 1.74 0.43 0.12
C 0.81 1.42 -0.69
C 1.17 2.82 -0.92
C 0.23 3.67 -1.66
C -1.07 3.11 -2.22
C -1.42 1.69 -2.00
C -2.76 1.22 -2.65
C -3.51 0.00 -1.99
N -4.50 -0.36 -3.06
O -2.85 -1.25 -1.80
C -2.97 -1.83 -0.53
O -2.60 -2.89 -0.19
O -3.66 -0.86 0.22
C -4.22 0.16 -0.60
F -5.58 -0.27 -0.64
C -4.28 1.55 0.11
C -5.27 2.57 -0.58
F -4.76 1.41 1.45
C -0.46 0.89 -1.25
H 1.41 0.55 1.19
H 2.82 0.64 -0.02
H 1.44 -0.61 -0.17
H 2.14 3.19 -0.53
H 0.54 4.72 -1.83
H -1.72 3.81 -2.78
H -3.50 2.06 -2.67
H -2.60 0.95 -3.73
H -5.31 0.26 -3.03
H -4.76 -1.34 -2.90
H -3.29 2.06 0.20
H -5.60 3.30 0.21
H -6.16 2.06 -1.03
H -4.75 3.16 -1.39
H -0.65 -0.19 -1.06
C 1.86 -2.07 -3.07
C 1.87 -1.47 -4.45
O 2.22 -0.12 -4.20
C 2.88 -0.09 -3.02
O 3.46 0.87 -2.60
O 2.81 -1.28 -2.38
H 2.15 -3.12 -3.07
H 0.90 -1.97 -2.57
H 2.62 -1.93 -5.10
H 0.89 -1.54 -4.94
C 0.69 -4.86 1.39
C 0.17 -4.20 0.15
O 1.30 -3.51 -0.35
C 2.41 -4.14 0.14
O 3.52 -3.91 -0.22
O 2.08 -5.06 1.09
H 0.20 -5.81 1.60
H 0.61 -4.22 2.28
H -0.16 -4.91 -0.60
H -0.63 -3.49 0.36
C 4.66 -3.40 4.40
C 3.58 -3.69 3.40
O 2.42 -3.10 4.00
C 2.86 -2.13 4.84
O 2.15 -1.33 5.38
O 4.21 -2.18 5.00
H 5.63 -3.26 3.93
H 4.74 -4.16 5.17
H 3.75 -3.22 2.43
H 3.43 -4.76 3.25
C -0.59 -0.41 8.18
C 0.67 0.28 7.74
O 0.38 1.66 7.96
C -0.59 1.72 8.91
O -0.95 2.72 9.45
O -1.10 0.48 9.17
H -0.40 -1.39 8.61
H -1.32 -0.50 7.38
H 1.54 0.00 8.34
H 0.90 0.09 6.69
C 1.41 4.88 -4.93
C 1.32 4.78 -6.42
O 0.29 3.82 -6.62
C -0.48 3.82 -5.50
O -1.52 3.25 -5.41
O 0.08 4.56 -4.51
H 1.69 5.88 -4.59
H 2.10 4.15 -4.50
H 1.02 5.73 -6.89
H 2.26 4.45 -6.88
```